Version one
This record from OMol25 describes a 5-piece molecular cluster, H10O5 overall. The level of theory is ωB97M-V/def2-TZVPD.

Each line ends with the Löwdin charge.
Element x y z (Å)
O  -0.236  -0.750  0.451  -0.03
H  -1.016  -1.269  0.259  0.08
H  0.170  -0.602  -0.403  0.05
O  -1.477  1.233  -3.089  -0.06
H  -0.854  0.941  -2.423  -0.02
H  -1.772  2.090  -2.782  0.03
O  -0.196  0.905  2.922  -0.05
H  -0.372  0.352  2.161  -0.02
H  -0.811  0.598  3.589  0.03
O  1.142  -2.542  1.852  -0.07
H  0.921  -1.668  1.531  -0.02
H  0.499  -2.715  2.539  0.03
O  1.134  0.807  -2.214  -0.04
H  1.272  1.382  -1.461  0.05
H  1.596  1.239  -2.933  0.06

The orbital gap comes out at 11.10 eV. As for the net charge: 0. The LUMO energy comes out at 0.00727 hartree. Its SMILES is O.O.O.O.O.

***

Version two
This record from OMol25 describes a 5-piece molecular cluster, H10O5 overall. The level of theory is ωB97M-V/def2-TZVPD.

Each line ends with the Löwdin charge.
Element x y z (Å)
O  -1.905  -1.517  -0.044  -0.06
H  -2.111  -0.580  -0.018  0.00
H  -1.926  -1.639  -1.006  0.06
O  -1.768  1.130  -0.683  -0.06
H  -0.870  1.317  -0.356  0.02
H  -2.265  1.935  -0.515  0.06
O  0.652  1.510  0.965  -0.09
H  -0.082  1.651  1.574  0.05
H  0.802  0.534  1.149  0.03
O  0.735  -1.370  0.947  -0.12
H  1.401  -1.279  0.188  0.04
H  -0.093  -1.661  0.479  0.03
O  2.372  -0.237  -1.136  -0.03
H  3.227  -0.276  -0.740  0.05
H  1.833  0.482  -0.804  0.02

The orbital gap comes out at 11.52 eV. As for the net charge: 0. The LUMO energy comes out at 0.01653 hartree. Its SMILES is O.O.O.O.O.

***

Version three
This record from OMol25 describes a 5-piece molecular cluster, H10O5 overall. The level of theory is ωB97M-V/def2-TZVPD.

Each line ends with the Löwdin charge.
Element x y z (Å)
O  -1.221  -0.485  1.478  -0.07
H  -0.887  0.328  1.087  -0.01
H  -1.987  -0.618  0.886  0.05
O  0.166  1.896  0.296  -0.07
H  0.999  1.318  0.294  0.05
H  0.430  2.691  -0.119  0.03
O  0.484  -2.039  -0.204  -0.07
H  -0.089  -2.058  0.577  0.04
H  -0.058  -1.651  -0.922  0.05
O  -1.406  0.144  -1.179  -0.08
H  -2.252  0.267  -1.596  0.04
H  -1.151  0.992  -0.709  0.04
O  2.202  0.108  -0.060  -0.08
H  1.746  -0.794  -0.199  0.05
H  3.025  -0.099  0.368  0.04

The orbital gap comes out at 11.53 eV. As for the net charge: 0. The LUMO energy comes out at 0.02060 hartree. Its SMILES is O.O.O.O.O.

***

Tell me which of them is the least stable. Sure, it is version one.

***

Version one
This record from OMol25 describes a 5-piece molecular cluster, H10O5 overall. The level of theory is ωB97M-V/def2-TZVPD.

Each line ends with the Löwdin charge.
Element x y z (Å)
O  -0.108  0.118  -0.102  -0.06
H  0.368  0.772  0.484  0.07
H  0.499  -0.057  -0.764  -0.02
O  1.811  1.121  1.862  0.03
H  2.572  1.423  1.590  -0.04
H  1.727  0.160  1.941  0.07
O  1.515  -0.034  -2.598  -0.04
H  1.042  0.572  -3.207  0.08
H  2.001  -0.787  -2.890  0.03
O  -2.506  1.124  1.419  -0.10
H  -2.415  0.735  2.355  0.08
H  -1.769  0.811  0.874  -0.02
O  -1.439  -2.227  -0.524  -0.12
H  -2.373  -2.309  -0.217  0.05
H  -0.924  -1.421  -0.223  0.00

The orbital gap comes out at 10.90 eV. As for the net charge: 0. The LUMO energy comes out at 0.01450 hartree. Its SMILES is O.O.O.O.O.

***

Version two
This record from OMol25 describes a 5-piece molecular cluster, H10O5 overall. The level of theory is ωB97M-V/def2-TZVPD.

Each line ends with the Löwdin charge.
Element x y z (Å)
O  -0.562  1.188  -2.220  -0.06
H  0.209  1.522  -1.747  0.00
H  -0.243  0.404  -2.674  0.03
O  -0.085  -0.530  3.657  -0.07
H  -1.040  -0.468  3.579  0.02
H  0.254  -0.408  2.756  -0.02
O  0.660  -0.261  0.946  -0.04
H  0.158  -1.011  0.611  0.05
H  1.277  -0.040  0.238  0.03
O  2.646  1.403  -1.569  -0.04
H  3.192  0.905  -2.185  0.05
H  3.241  2.051  -1.180  0.05
O  -3.345  -1.786  -0.387  -0.05
H  -3.835  -1.667  0.431  0.03
H  -2.525  -1.301  -0.256  0.02

The orbital gap comes out at 10.94 eV. As for the net charge: 0. The LUMO energy comes out at 0.00179 hartree. Its SMILES is O.O.O.O.O.

***

Version three
This record from OMol25 describes a 5-piece molecular cluster, H10O5 overall. The level of theory is ωB97M-V/def2-TZVPD.

Each line ends with the Löwdin charge.
Element x y z (Å)
O  0.268  -0.234  -0.590  -0.03
H  1.205  -0.154  -0.768  0.05
H  0.193  -0.112  0.356  0.03
O  0.967  -1.479  -3.436  -0.04
H  1.818  -1.469  -3.874  0.03
H  1.117  -1.974  -2.631  0.02
O  1.107  -0.708  3.175  -0.05
H  1.074  -0.365  4.068  0.03
H  1.603  -0.052  2.685  0.02
O  -1.650  0.486  -2.597  -0.06
H  -0.929  0.464  -1.968  -0.03
H  -2.411  0.751  -2.081  0.02
O  -1.807  1.534  2.410  -0.05
H  -1.057  1.907  1.947  0.02
H  -1.498  1.407  3.307  0.03

The orbital gap comes out at 10.35 eV. As for the net charge: 0. The LUMO energy comes out at -0.00273 hartree. Its SMILES is O.O.O.O.O.

***

Tell me which of them is the least stable. Sure, it is version one.

***

Version one
This record from OMol25 describes one molecule with the formula C3H6N2OS. The level of theory is ωB97M-V/def2-TZVPD.

Each line ends with the Löwdin charge.
Element x y z (Å)
C  -0.896  -1.282  1.878  -0.05
O  -1.404  0.131  1.455  -0.10
C  -0.653  0.587  0.442  -0.26
N  0.315  0.003  -0.185  0.05
N  0.543  0.835  -1.163  -0.21
C  1.513  0.609  -2.103  -0.75
S  2.036  -0.852  -2.598  0.55
H  -1.663  -1.625  2.595  0.06
H  -0.622  -2.086  0.927  0.15
H  0.198  -1.216  2.562  0.15
H  -1.095  1.516  0.008  0.14
H  0.057  1.865  -1.015  0.20
H  1.673  1.513  -2.802  0.08

The orbital gap comes out at 8.57 eV. As for the net charge: 0. The LUMO energy comes out at 0.01570 hartree. Its SMILES is CO/C=N/NC=S.

***

Version two
This record from OMol25 describes one molecule with the formula C3H6N2OS. The level of theory is ωB97M-V/def2-TZVPD.

Each line ends with the Löwdin charge.
Element x y z (Å)
H  -0.193  -0.144  -2.072  0.02
N  -1.058  -0.479  -1.762  0.13
C  -1.291  -0.207  -0.556  -0.37
N  -0.601  0.543  0.373  -0.41
S  -1.489  1.510  1.506  0.85
C  0.798  0.346  0.669  -0.53
C  1.462  -0.901  0.131  -0.01
O  1.398  1.136  1.338  0.06
H  -2.256  -0.527  -0.207  0.10
H  -1.767  2.483  0.608  -0.11
H  0.944  -1.847  0.411  0.10
H  1.577  -0.923  -0.988  0.09
H  2.475  -0.988  0.548  0.09

The orbital gap comes out at 10.26 eV. As for the net charge: 0. The LUMO energy comes out at 0.01916 hartree. Its SMILES is [H]/N=C\N(S)C(C)=O.

***

Tell me which of them is the least stable. Sure, it is version one.